Record 1
ORCA calculation (the ωB97M-V functional and the def2-TZVPD basis) on a cluster of 2 separate species, C6H11NO in total in a non-equilibrium geometry.

Cartesian coordinates (Å):
C (2.22872, 1.45539, -1.19202)
C (1.45930, 1.86478, 0.05199)
O (1.53380, 2.98536, 0.52057)
C (0.56293, 0.85409, 0.54197)
C (0.37305, -0.46916, 0.73915)
C (-0.27978, 0.46026, 1.71608)
H (2.72581, 0.49891, -1.03493)
H (1.53062, 1.33984, -2.02863)
H (2.96287, 2.21491, -1.43981)
H (0.80803, -1.44217, 0.72182)
H (-1.35222, 0.62210, 1.66200)
H (0.11661, 0.52186, 2.72632)
C (-2.14612, -1.94691, -0.13512)
N (-1.13700, -1.02793, -0.64344)
H (-2.49959, -1.58192, 0.82722)
H (-3.00170, -2.06537, -0.80964)
H (-1.69019, -2.92552, 0.01837)
H (-0.76187, -1.33986, -1.53343)
H (-1.43328, -0.01865, -0.70849)

orbital gap: 0.317 Ha
ΔE to the lowest compared entry with this formula, charge and spin: 93.9 kcal/mol
lowest unoccupied orbital energy: 0.679 eV
E_HOMO: -0.29164 Ha
electronic energy: -9934.382 eV

---

Record 2
ORCA calculation (the ωB97M-V functional and the def2-TZVPD basis) on the ion NO4S2 with charge -1 in a non-equilibrium geometry.

Cartesian coordinates (Å):
O (1.52273, -0.94007, 0.84014)
N (1.04488, -0.49584, -0.13356)
O (1.63993, -0.48230, -1.24308)
S (-0.74068, 0.40843, 0.16645)
O (-0.89982, 0.66590, 1.61602)
O (-0.44302, 1.55952, -0.63119)
S (-2.12403, -0.71565, -0.61478)

orbital gap: 0.314 Ha
ΔE to the lowest compared entry with this formula, charge and spin: 49.2 kcal/mol
total charge: -1
lowest unoccupied orbital energy: 3.488 eV
E_HOMO: -0.18620 Ha
electronic energy: -31349.323 eV